Molecular formula: C7H22N3Si
Method: DFT, ωB97M-V/def2-TZVPD

Properties
Net charge: +1
Energy above the lowest of the compared OMol25 structures with the same formula, charge and spin in eV: 2.138
HOMO level in hartree: -0.5001
Frontier orbital gap in eV: 10.86
Strongest force on any atom in eV/Å: 4.29

Geometry (Å):
1 C -0.111 1.996 0.697
2 C -2.360 1.287 1.232
3 C -1.921 -2.532 -0.840
4 C 1.005 -2.056 -0.069
5 C 4.474 -0.371 0.728
6 C -1.223 1.108 0.182
7 C -0.797 -0.392 -0.009
8 N -1.874 -1.148 -0.271
9 N 0.469 -0.717 -0.099
10 N 3.115 0.276 0.583
11 Si -1.972 1.825 -1.384
12 H 0.501 2.378 -0.103
13 H -0.487 2.887 1.195
14 H 0.567 1.549 1.477
15 H -3.112 0.591 1.015
16 H -2.803 2.319 1.362
17 H -2.052 1.107 2.219
18 H -2.813 -2.507 -1.441
19 H -1.244 -2.665 -1.811
20 H -1.726 -3.341 -0.179
21 H 0.555 -2.738 -0.868
22 H 2.099 -1.916 -0.197
23 H 0.814 -2.406 0.889
24 H 4.163 -1.418 0.841
25 H 5.030 -0.222 -0.184
26 H 4.991 0.212 1.504
27 H -2.852 -0.783 -0.211
28 H 1.285 -0.101 -0.111
29 H 3.320 1.222 0.261
30 H 2.895 0.268 1.515
31 H -3.227 1.089 -1.696
32 H -1.326 1.714 -2.698
33 H -2.546 3.224 -1.294

These are the Löwdin partial charges, in e, on atoms 1 to 2:
1 C -0.1193
2 C -0.0969

Molecular formula: C31H47BrGaN5O6PS2
Method: DFT, ωB97M-V/def2-TZVPD

Properties
Net charge: +1
Energy above the lowest of the compared OMol25 structures with the same formula, charge and spin in eV: 2.825
HOMO level in hartree: -0.3405
Frontier orbital gap in eV: 5.76
Strongest force on any atom in eV/Å: 1.32

Geometry (Å):
1 Ga 0.083 -0.361 -0.354
2 C -7.399 -0.551 1.477
3 C -6.994 -0.100 0.067
4 C -7.380 1.367 -0.113
5 C -7.765 -0.930 -0.975
6 C -5.501 -0.337 -0.150
7 C -4.646 0.649 -0.608
8 C -3.319 0.328 -0.837
9 Br -2.173 1.657 -1.565
10 C -2.763 -0.916 -0.573
11 O -1.445 -1.177 -0.801
12 C -3.622 -1.933 -0.100
13 C -4.961 -1.607 0.065
14 C -3.125 -3.365 0.185
15 C -2.027 -3.343 1.259
16 C -2.575 -3.982 -1.110
17 C -4.251 -4.265 0.698
18 H -8.438 -0.276 1.666
19 H -6.777 -0.074 2.237
20 H -7.319 -1.632 1.596
21 H -8.459 1.473 0.001
22 H -7.123 1.731 -1.110
23 H -6.900 2.007 0.632
24 H -8.839 -0.846 -0.800
25 H -7.494 -1.986 -0.924
26 H -7.551 -0.572 -1.983
27 H -4.986 1.656 -0.798
28 H -5.634 -2.386 0.389
29 H -1.152 -2.805 0.900
30 H -1.723 -4.363 1.502
31 H -2.395 -2.871 2.174
32 H -1.720 -3.427 -1.490
33 H -3.348 -3.986 -1.882
34 H -2.270 -5.016 -0.930
35 H -4.721 -3.860 1.596
36 H -3.837 -5.241 0.952
37 H -5.018 -4.419 -0.062
38 O 9.323 -3.048 2.467
39 S 8.061 -3.061 1.778
40 O 6.883 -3.203 2.618
41 O 8.007 -3.833 0.545
42 C 7.856 -1.406 1.034
43 N 8.883 -0.721 0.517
44 C 8.583 0.347 -0.210
45 C 7.275 0.753 -0.471
46 C 6.295 -0.028 0.106
47 N 6.581 -1.079 0.858
48 C 4.826 0.100 -0.053
49 C 4.178 0.654 -1.155
50 C 2.808 0.507 -1.271
51 N 2.093 -0.137 -0.347
52 C 2.701 -0.603 0.755
53 C 4.051 -0.513 0.935
54 H 9.424 0.902 -0.614
55 H 7.061 1.627 -1.073
56 H 4.737 1.139 -1.944
57 H 2.272 0.859 -2.144
58 H 2.062 -1.068 1.496
59 H 4.551 -0.951 1.791
60 C 0.837 3.807 -1.478
61 P 0.666 3.148 0.180
62 C 2.122 3.651 1.084
63 C -0.705 4.032 0.922
64 O 0.528 1.632 0.189
65 H 0.904 4.895 -1.434
66 H -0.029 3.530 -2.080
67 H 1.740 3.413 -1.945
68 H 2.225 4.736 1.031
69 H 3.008 3.181 0.657
70 H 2.028 3.351 2.129
71 H -0.498 5.103 0.913
72 H -0.839 3.700 1.949
73 H -1.618 3.837 0.362
74 C -1.522 1.254 2.540
75 C -1.438 -0.243 2.557
76 O -0.265 -0.685 1.800
77 H -2.413 1.575 3.079
78 H -1.577 1.612 1.514
79 H -0.639 1.689 3.012
80 H -2.330 -0.682 2.109
81 H -1.331 -0.619 3.573
82 H -0.094 -1.605 2.039
83 S 0.932 -2.395 -1.830
84 C 1.642 -3.714 -1.007
85 N 1.569 -4.948 -1.485
86 C 2.314 -5.925 -0.683
87 C 2.884 -5.048 0.452
88 N 2.331 -3.718 0.139
89 H 1.052 -5.172 -2.318
90 H 3.096 -6.392 -1.279
91 H 1.649 -6.701 -0.310
92 H 3.972 -5.021 0.451
93 H 2.548 -5.373 1.433
94 H 2.763 -2.887 0.500

These are the Löwdin partial charges, in e, on atoms 1 to 2:
1 Ga 0.4565
2 C -0.0413

Molecular formula: C6H12O
Method: DFT, ωB97M-V/def2-TZVPD

Properties
Energy above the lowest of the compared OMol25 structures with the same formula, charge and spin in eV: 1.179
HOMO level in hartree: -0.3388
Frontier orbital gap in eV: 10.03
Strongest force on any atom in eV/Å: 3.51

Geometry (Å):
1 C 1.245 -0.071 -0.266
2 C 1.922 1.160 0.282
3 C -0.939 0.230 -1.440
4 C -0.953 0.587 1.091
5 C -0.643 -1.734 0.203
6 C -0.383 -0.228 -0.042
7 O 1.970 -0.794 -0.947
8 H 2.764 1.316 -0.384
9 H 1.439 2.046 0.622
10 H 2.376 0.636 1.070
11 H -0.704 -0.325 -2.297
12 H -1.941 0.089 -1.261
13 H -0.734 1.330 -1.608
14 H -2.088 0.633 1.045
15 H -0.593 1.563 1.243
16 H -0.697 -0.004 1.974
17 H -0.342 -2.319 -0.706
18 H -1.664 -1.974 0.416
19 H -0.036 -2.140 1.005

These are the Löwdin partial charges, in e, on atoms 1 to 2:
1 C -0.3567
2 C -0.0101

Molecular formula: C30H50N12O6SSi2
Method: DFT, ωB97M-V/def2-TZVPD

Properties
Energy above the lowest of the compared OMol25 structures with the same formula, charge and spin in eV: 4.179
HOMO level in hartree: -0.2736
Frontier orbital gap in eV: 7.31
Strongest force on any atom in eV/Å: 10.64

Geometry (Å):
1 C 1.626 -2.250 0.962
2 C 2.117 -1.387 -0.303
3 O 2.472 -0.086 0.190
4 C 2.042 0.975 -0.670
5 C 1.602 2.303 0.114
6 C 1.238 2.075 1.640
7 C -0.025 2.959 2.123
8 C -1.261 2.061 2.633
9 Si -2.468 1.604 1.226
10 N -3.132 3.147 0.603
11 C -2.786 3.303 -0.627
12 S -2.763 3.477 -2.216
13 O -1.555 0.886 -0.071
14 N -0.738 -0.115 0.341
15 O -1.246 -0.813 1.159
16 O -3.816 0.693 1.750
17 Si -5.055 0.569 0.552
18 C -6.400 -0.559 1.319
19 C -7.159 0.321 2.409
20 N -8.116 1.112 2.046
21 N -4.463 -0.015 -1.029
22 C -5.508 -0.048 -2.054
23 C -5.323 0.976 -3.256
24 O -6.501 -0.760 -2.026
25 C -3.702 -1.271 -0.953
26 C -4.043 -2.506 -0.044
27 O -2.735 -1.374 -1.700
28 H 0.782 -2.947 0.657
29 H 1.187 -1.533 1.723
30 H 2.466 -2.811 1.453
31 H 2.992 -1.889 -0.825
32 H 1.257 -1.398 -1.031
33 H 1.170 0.706 -1.344
34 H 2.914 1.188 -1.381
35 H 0.670 2.730 -0.387
36 H 2.410 3.076 -0.038
37 H 1.002 1.012 1.918
38 H 2.113 2.398 2.291
39 H -0.381 3.658 1.309
40 H 0.303 3.576 3.008
41 H -0.890 1.120 3.154
42 H -1.829 2.666 3.410
43 H -5.642 1.915 0.380
44 H -5.960 -1.452 1.873
45 H -7.079 -0.956 0.512
46 H -6.817 0.189 3.472
47 H -8.170 0.973 1.018
48 H -5.874 0.652 -4.180
49 H -4.220 1.125 -3.485
50 H -5.692 2.007 -2.938
51 H -5.002 -3.012 -0.392
52 H -4.039 -2.294 1.063
53 H -3.229 -3.282 -0.213
54 C -3.966 6.858 -1.306
55 C -2.871 7.831 -1.581
56 N -1.994 8.587 -1.798
57 H -3.646 6.143 -0.547
58 H -4.848 7.387 -0.945
59 H -4.224 6.315 -2.217
60 C 1.350 2.800 -4.005
61 C 0.049 2.842 -3.292
62 N -0.969 2.875 -2.734
63 H 1.577 1.776 -4.300
64 H 1.305 3.427 -4.896
65 H 2.142 3.167 -3.350
66 C -6.208 -2.374 -4.647
67 C -6.520 -2.080 -6.071
68 N -6.762 -1.851 -7.177
69 H -5.287 -1.868 -4.357
70 H -7.020 -2.026 -4.010
71 H -6.082 -3.448 -4.509
72 C 5.090 -5.247 0.692
73 C 3.801 -5.268 1.432
74 N 2.799 -5.283 2.009
75 H 5.364 -6.260 0.398
76 H 4.997 -4.630 -0.202
77 H 5.874 -4.838 1.327
78 C 6.880 -4.282 4.765
79 C 7.325 -5.045 3.573
80 N 7.666 -5.643 2.643
81 H 6.398 -3.355 4.459
82 H 6.173 -4.877 5.344
83 H 7.741 -4.045 5.391
84 C 9.802 -1.912 1.551
85 C 8.503 -1.913 2.272
86 N 7.493 -1.914 2.832
87 H 10.059 -2.928 1.251
88 H 9.732 -1.285 0.662
89 H 10.586 -1.523 2.201
90 C 5.014 -8.385 3.981
91 C 5.891 -7.971 5.108
92 N 6.575 -7.656 5.990
93 H 4.905 -9.470 3.976
94 H 4.030 -7.928 4.089
95 H 5.454 -8.066 3.035
96 C 1.836 8.483 -4.040
97 C 0.540 8.660 -3.325
98 N -0.475 8.800 -2.754
99 H 1.984 7.431 -4.285
100 H 1.832 9.066 -4.961
101 H 2.658 8.821 -3.409

These are the Löwdin partial charges, in e, on atoms 1 to 2:
1 C -0.0814
2 C -0.2553